Entry 1:
The following is a quantum chemistry calculation of a cluster of 17 separate species, C42H64Cl50F6INO4P in total, from OMol25.

Results
electronic energy = -26242.1601 Ha
net charge = -1
E_LUMO = 1.2 eV
gap between HOMO and LUMO = 6.5 eV

Cartesian coordinates (Å):
C (5.1390, -4.6096, 1.0393)
C (4.6670, -3.3078, 0.3231)
C (3.4024, -3.5618, -0.5649)
C (2.5932, -2.3243, -1.0517)
C (3.6806, -1.1954, -1.1556)
P (0.9436, -1.7730, -0.1918)
C (-0.6781, -1.0171, 0.5521)
C (-1.6534, -1.8353, 1.4262)
C (-3.0360, -1.0863, 1.4071)
C (-4.0542, -1.7614, 2.3642)
C (-5.3371, -2.0653, 1.5659)
O (-6.0214, -0.8322, 1.3946)
C (-7.0336, -0.9498, 0.4010)
C (1.3276, -2.7135, 1.4442)
I (1.5265, -1.3031, 3.1980)
C (0.5068, -3.9123, 1.9565)
C (1.3494, -5.2061, 2.2353)
C (0.0107, -3.1404, -1.2511)
Cl (0.5198, -4.8792, -1.0556)
C (-1.5674, -3.0630, -1.4084)
C (-1.9383, -3.1769, -2.9147)
Cl (-2.3726, -4.5760, -0.6981)
O (0.6711, -0.8876, -1.7259)
C (0.7123, 0.4938, -1.6326)
C (0.8782, 1.1228, -3.0347)
C (2.0607, 0.7420, -3.9279)
C (1.9239, -0.5776, -4.7118)
F (1.8620, -0.3140, -6.0603)
F (0.8421, -1.3008, -4.4547)
F (3.0508, -1.3057, -4.5785)
C (1.5016, 0.9083, -0.3032)
C (2.8269, 1.7544, -0.3799)
N (3.1555, 2.3523, -1.6854)
C (2.6202, 3.6990, -1.8674)
C (0.6035, 1.9752, 0.4676)
O (0.9715, 1.8226, 1.8739)
C (0.8565, 2.9483, 2.5661)
F (-0.3398, 3.5445, 2.4371)
F (1.8234, 3.8533, 2.3226)
F (0.9863, 2.6306, 3.8791)
O (1.6733, -0.2655, 0.4071)
H (4.8347, -4.6544, 2.0899)
H (4.7410, -5.4570, 0.4644)
H (6.2492, -4.6577, 0.9798)
H (4.4585, -2.5412, 1.0845)
H (5.5247, -2.9525, -0.2586)
H (3.8055, -4.1183, -1.4296)
H (2.8834, -4.3167, 0.0341)
H (2.4561, -2.4767, -2.1298)
H (4.0195, -0.8185, -0.1949)
H (4.4928, -1.6429, -1.7532)
H (3.3114, -0.4055, -1.8169)
H (-1.3163, -0.6305, -0.2609)
H (-0.5000, -0.1566, 1.2008)
H (-1.9172, -2.8556, 1.1357)
H (-1.4225, -1.8643, 2.5007)
H (-3.3910, -1.0211, 0.3717)
H (-2.8068, -0.0571, 1.7203)
H (-3.6059, -2.6732, 2.7735)
H (-4.2620, -1.0573, 3.1785)
H (-5.0209, -2.4466, 0.5841)
H (-5.9401, -2.7839, 2.1440)
H (-6.6371, -0.5927, -0.5622)
H (-7.4002, -1.9808, 0.3347)
H (-7.8594, -0.2928, 0.6932)
H (2.3699, -3.0058, 1.5814)
H (-0.3671, -4.2345, 1.3907)
H (0.1150, -3.6634, 2.9495)
H (1.0596, -5.9985, 1.5389)
H (2.4279, -5.0150, 2.1743)
H (1.1790, -5.5519, 3.2634)
H (0.3204, -2.9633, -2.2819)
H (-2.1048, -2.1842, -1.0712)
H (-3.0282, -3.2255, -2.9618)
H (-1.4264, -4.0089, -3.4010)
H (-1.6651, -2.2022, -3.3501)
H (-0.3231, 0.8593, -1.4218)
H (-0.0312, 0.8364, -3.5885)
H (0.7711, 2.2079, -2.9276)
H (3.0593, 0.7519, -3.4993)
H (2.1068, 1.5052, -4.7330)
H (3.6995, 1.1768, -0.0582)
H (2.8335, 2.5928, 0.3407)
H (4.1622, 2.4586, -1.7130)
H (1.5319, 3.7482, -1.7440)
H (3.0946, 4.4795, -1.2486)
H (2.7812, 3.9744, -2.9210)
H (-0.4597, 1.7233, 0.4414)
H (0.7305, 2.9943, 0.0991)
C (-1.4159, 1.1522, 5.8203)
Cl (-1.2869, -0.1596, 6.9958)
Cl (-2.0445, 0.5634, 4.2895)
Cl (-2.4357, 2.4575, 6.4575)
H (-0.4245, 1.5524, 5.6473)
C (-10.4286, 0.2006, -1.4711)
Cl (-10.5585, 1.5845, -0.3820)
Cl (-9.1374, 0.4485, -2.6410)
Cl (-10.1618, -1.2854, -0.5579)
H (-11.3579, 0.1066, -2.0088)
C (-3.4251, 2.3347, -1.6008)
Cl (-4.0877, 2.7961, -0.0329)
Cl (-1.7183, 2.7770, -1.7164)
Cl (-3.6368, 0.6069, -1.8894)
H (-3.9649, 2.8708, -2.3705)
C (-12.0467, 2.7572, -4.7915)
Cl (-10.3110, 2.4254, -4.9144)
Cl (-12.8733, 1.6277, -3.7099)
Cl (-12.3070, 4.4209, -4.2492)
H (-12.4776, 2.6427, -5.7754)
C (-1.9972, 2.2433, 10.2187)
Cl (-0.2830, 1.9829, 9.9079)
Cl (-2.6099, 1.0572, 11.3760)
Cl (-2.2869, 3.8869, 10.7949)
H (-2.5310, 2.1141, 9.2849)
C (-14.1534, 3.7059, -8.9440)
Cl (-12.8553, 2.6411, -9.4866)
Cl (-15.7284, 2.9540, -9.2045)
Cl (-13.9373, 4.1308, -7.2431)
H (-14.1118, 4.6167, -9.5271)
C (8.3344, -3.7182, 1.7650)
Cl (8.1778, -5.0316, 2.9384)
Cl (7.8685, -4.2650, 0.1507)
Cl (7.3712, -2.3260, 2.2581)
H (9.3740, -3.4185, 1.7308)
C (9.0765, 1.4081, 1.0658)
Cl (9.9981, 0.0156, 1.6503)
Cl (9.8496, 2.0945, -0.3643)
Cl (7.4123, 0.9485, 0.7097)
H (9.0624, 2.1601, 1.8439)
C (-3.5429, 7.4129, 8.4424)
Cl (-1.8814, 7.1595, 8.9713)
Cl (-4.2695, 5.8956, 7.9148)
Cl (-4.5049, 8.1454, 9.7354)
H (-3.5325, 8.0945, 7.6019)
C (10.4289, 2.4666, -4.7023)
Cl (12.1380, 2.0485, -4.8653)
Cl (9.6165, 1.3750, -3.5813)
Cl (10.2410, 4.1420, -4.1833)
H (9.9589, 2.3577, -5.6716)
C (-3.2036, 8.6913, 13.3385)
Cl (-1.4834, 8.4326, 13.0478)
Cl (-3.8228, 7.5204, 14.5050)
Cl (-3.5020, 10.3421, 13.8935)
H (-3.7315, 8.5490, 12.4042)
C (11.3917, -1.8794, -2.5876)
Cl (10.7140, -1.2893, -1.0718)
Cl (13.1466, -1.6561, -2.6131)
Cl (10.9766, -3.5764, -2.8414)
H (10.9666, -1.3001, -3.3982)
C (-4.4032, -6.1645, -3.9572)
Cl (-4.2101, -5.8235, -5.6803)
Cl (-5.2496, -4.8490, -3.1515)
Cl (-5.2515, -7.6964, -3.7173)
H (-3.4171, -6.2491, -3.5149)
C (5.4105, 3.6450, -5.2019)
Cl (6.8857, 3.0206, -5.9498)
Cl (4.0636, 2.5410, -5.5020)
Cl (5.6714, 3.8880, -3.4751)
H (5.1799, 4.6045, -5.6461)
C (-14.9798, -1.6285, -1.5409)
Cl (-16.0048, -1.6954, -0.1064)
Cl (-14.2385, -0.0281, -1.7017)
Cl (-13.7504, -2.8886, -1.4895)
H (-15.6016, -1.7984, -2.4103)
C (17.0399, -2.1141, -2.3978)
Cl (17.0383, -0.7234, -1.3109)
Cl (18.4465, -2.0714, -3.4651)
Cl (16.9977, -3.6219, -1.4830)
H (16.1491, -2.0661, -3.0112)



Entry 2:
The following is a quantum chemistry calculation of a cluster of 10 separate species, C42H65BN5O30 in total, from OMol25.

Results
electronic energy = -4195.1038 Ha
net charge = +1
E_LUMO = -2.9 eV
gap between HOMO and LUMO = 9.2 eV

Cartesian coordinates (Å):
C (-5.0289, 0.7955, -2.2704)
C (-3.7807, 1.6468, -2.5266)
N (-2.5795, 1.1386, -1.7869)
C (-1.8163, 0.2552, -2.6604)
C (-0.8958, 1.0977, -3.6288)
C (-0.7385, 2.6038, -3.2810)
C (-1.6317, 3.5384, -4.1386)
O (-2.5055, 4.3507, -3.3685)
O (0.4166, 0.5600, -3.8385)
C (0.9957, 0.2604, -2.5731)
C (0.3427, -1.0449, -2.1258)
C (1.0730, -1.5749, -0.8695)
C (1.5911, -0.7067, 0.0640)
C (2.2617, -1.2753, 1.1204)
C (2.3512, -2.6412, 1.1522)
N (1.8266, -3.4941, 0.2911)
C (1.1793, -2.9389, -0.7297)
N (-1.1784, -0.9568, -2.0310)
C (-1.7292, -1.3548, -0.7093)
N (-1.4748, -0.4269, 0.3699)
C (-2.5911, -0.2958, 1.2959)
B (-1.5810, -2.1219, -2.9903)
N (-2.3128, -3.2885, -2.5113)
O (-1.2829, -2.0091, -4.3275)
H (-5.0291, -0.1669, -2.7838)
H (-5.8848, 1.3787, -2.6131)
H (-5.1566, 0.7005, -1.1896)
H (-3.5766, 1.8075, -3.5829)
H (-3.9812, 2.6248, -2.0946)
H (-3.0267, 0.6829, -0.9997)
H (-2.6018, -0.1439, -3.3253)
H (-1.3538, 1.1007, -4.6157)
H (0.2802, 2.8664, -3.5748)
H (-0.7980, 2.8490, -2.2207)
H (-1.0220, 4.1844, -4.7698)
H (-2.2446, 2.9549, -4.8357)
H (-2.2673, 4.2923, -2.4407)
H (0.9845, 1.0770, -1.8475)
H (2.0419, 0.0131, -2.7582)
H (0.6465, -1.7591, -2.8961)
H (1.5000, 0.3661, 0.0063)
H (2.7255, -0.6699, 1.8828)
H (2.9158, -3.0772, 1.9750)
H (0.7410, -3.6042, -1.4724)
H (-1.4300, -2.3463, -0.3927)
H (-2.8230, -1.4045, -0.8448)
H (-1.1098, 0.4635, 0.0628)
H (-2.3470, 0.4450, 2.0470)
H (-3.5371, -0.0204, 0.7908)
H (-2.7590, -1.2701, 1.7514)
H (-3.2340, -3.2964, -2.9429)
H (-1.8106, -4.1028, -2.8748)
H (-2.0653, -1.7904, -4.8467)
C (0.3845, -3.0921, 5.5090)
C (1.3095, -1.9501, 5.1746)
O (0.4998, -1.1463, 4.2962)
C (-0.7972, -1.4244, 4.5690)
O (-1.7208, -0.8021, 4.1327)
O (-0.9120, -2.4784, 5.3877)
H (0.5367, -3.4813, 6.5037)
H (0.4516, -3.9130, 4.7909)
H (1.5772, -1.3569, 6.0482)
H (2.2197, -2.2734, 4.6763)
C (-1.9212, 3.2088, 4.3805)
C (-1.7081, 1.9700, 5.2156)
O (-1.2987, 2.5175, 6.4761)
C (-1.7726, 3.7844, 6.5559)
O (-1.7490, 4.4592, 7.5306)
O (-2.2785, 4.1877, 5.3568)
H (-2.7130, 3.0911, 3.6437)
H (-1.0096, 3.5352, 3.8740)
H (-2.6245, 1.3976, 5.3581)
H (-0.9452, 1.3179, 4.8072)
C (-1.7058, 7.7008, 4.8329)
C (-3.1832, 7.4068, 4.7576)
O (-3.5810, 8.0949, 3.5658)
C (-2.4838, 8.2295, 2.7812)
O (-2.5010, 8.6011, 1.6533)
O (-1.3588, 7.8726, 3.4539)
H (-1.1363, 6.8889, 5.2784)
H (-1.4879, 8.6247, 5.3714)
H (-3.3893, 6.3437, 4.6335)
H (-3.7307, 7.7769, 5.6205)
C (3.2122, -1.0882, 10.1144)
C (1.8246, -1.4983, 10.5498)
O (1.3089, -2.1263, 9.3691)
C (2.3585, -2.5500, 8.6338)
O (2.2641, -3.2575, 7.6774)
O (3.5224, -2.0704, 9.1174)
H (3.9375, -1.1157, 10.9230)
H (3.2323, -0.0997, 9.6524)
H (1.8366, -2.2288, 11.3598)
H (1.2043, -0.6554, 10.8426)
C (-0.4202, -5.4860, 1.6499)
C (-1.5324, -4.8387, 0.8661)
O (-2.6949, -5.5018, 1.3604)
C (-2.4042, -5.9800, 2.6067)
O (-3.2044, -6.4337, 3.3514)
O (-1.0787, -5.8579, 2.8679)
H (0.4038, -4.8083, 1.8459)
H (-0.0333, -6.3844, 1.1675)
H (-1.6197, -3.7688, 1.0776)
H (-1.4334, -4.9820, -0.2065)
C (-2.8248, -7.1514, -3.0587)
C (-2.9039, -8.0637, -1.8551)
O (-1.5519, -8.0622, -1.3786)
C (-0.9593, -6.9347, -1.8060)
O (0.1057, -6.5431, -1.4480)
O (-1.7385, -6.2786, -2.7086)
H (-3.7400, -6.5870, -3.2214)
H (-2.5667, -7.6819, -3.9762)
H (-3.5523, -7.6697, -1.0708)
H (-3.2242, -9.0708, -2.1068)
C (4.4263, 2.6295, -5.5304)
C (3.6367, 1.7295, -4.6248)
O (4.6597, 0.9795, -3.9601)
C (5.8085, 1.7189, -4.0027)
O (6.7934, 1.4491, -3.3962)
O (5.6654, 2.7863, -4.8172)
H (3.9422, 3.5896, -5.6845)
H (4.6293, 2.1668, -6.4958)
H (3.0615, 2.2874, -3.8785)
H (2.9638, 1.0699, -5.1693)
C (6.0811, -2.2909, -6.5174)
C (4.5892, -2.4210, -6.3139)
O (4.1284, -1.0876, -6.5530)
C (5.0491, -0.4661, -7.3354)
O (4.8896, 0.5959, -7.8455)
O (6.1694, -1.2107, -7.4506)
H (6.5343, -3.1910, -6.9246)
H (6.6066, -2.0101, -5.6030)
H (4.1235, -3.0901, -7.0401)
H (4.3257, -2.7473, -5.3106)
C (2.5608, 6.7090, -2.7475)
C (1.2077, 6.1961, -2.3104)
O (0.7170, 5.5754, -3.5045)
C (1.7816, 5.2475, -4.2719)
O (1.7157, 4.5748, -5.2531)
O (2.9198, 5.7823, -3.7815)
H (3.2969, 6.7009, -1.9482)
H (2.5121, 7.7109, -3.1754)
H (1.2804, 5.4407, -1.5245)
H (0.5379, 6.9861, -1.9808)



Entry 3:
The following is a quantum chemistry calculation of a structure of composition C42H65CrF2N4P2Si, from OMol25.

Results
electronic energy = -4074.8956 Ha
net charge = -1
E_LUMO (alpha / beta) = 2.4 / 2.4 eV
gap between HOMO and LUMO (alpha / beta) = 6.0 / 6.7 eV
multiplicity = 5
energy relative to the best compared isomer or geometry (same formula, charge and spin) = 0.0 kcal per mole

Cartesian coordinates (Å):
Cr (14.5904, 11.1311, 11.3369)
C (11.0477, 11.9983, 8.9784)
Si (12.2751, 12.0938, 10.5490)
C (10.9385, 11.8594, 11.9532)
C (9.5810, 12.1755, 11.6992)
C (8.7361, 12.2665, 12.7893)
C (9.1836, 11.9427, 14.0684)
C (10.4955, 11.5834, 14.2890)
C (11.3949, 11.5210, 13.2520)
P (13.1745, 11.0551, 13.4509)
C (13.5351, 11.9345, 15.0734)
C (13.1932, 13.4477, 14.8769)
C (14.0504, 14.3843, 15.7852)
C (14.6485, 13.7446, 17.0465)
C (15.5129, 12.5437, 16.5999)
C (15.0320, 11.8359, 15.3361)
C (12.9470, 9.2745, 14.0304)
C (12.2600, 8.9996, 15.4067)
C (13.3040, 8.2361, 16.2831)
C (13.7868, 6.8907, 15.6655)
C (14.0384, 7.0682, 14.1902)
C (14.2941, 8.5534, 13.8629)
C (12.5316, 14.0165, 10.8063)
C (11.4133, 14.8186, 10.8419)
C (11.5188, 16.1490, 11.1650)
C (12.7303, 16.8062, 11.3580)
C (13.8562, 16.0028, 11.3195)
C (13.7657, 14.6322, 11.1171)
P (15.2137, 13.5816, 10.7354)
C (16.6745, 14.4793, 11.3078)
C (17.8862, 13.5560, 11.6598)
C (19.0645, 14.2907, 12.2897)
C (19.5542, 15.4540, 11.4294)
C (18.3818, 16.4130, 11.0335)
C (17.2667, 15.5948, 10.3972)
C (15.2474, 13.6130, 8.8755)
C (16.5214, 12.8583, 8.3711)
C (16.8579, 13.4618, 6.9934)
C (15.5884, 13.6149, 6.1411)
C (14.4727, 14.5331, 6.7581)
C (14.8727, 14.8593, 8.1727)
H (10.1716, 12.5635, 9.1237)
H (10.8246, 10.9184, 8.9878)
H (11.4737, 12.3428, 8.0629)
H (9.1795, 12.3586, 10.7648)
H (7.6842, 12.5075, 12.6596)
H (8.4979, 11.9987, 14.8812)
H (10.8427, 11.4606, 15.3344)
H (12.9704, 11.5348, 15.9086)
H (12.1558, 13.6094, 15.0820)
H (13.3646, 13.7423, 13.8189)
H (13.5404, 15.3270, 15.9005)
H (14.9566, 14.5998, 15.1900)
H (13.8131, 13.4712, 17.7670)
H (15.2507, 14.5065, 17.5492)
H (15.6427, 11.9044, 17.4519)
H (16.5389, 12.8699, 16.3704)
H (15.3343, 10.7643, 15.3512)
H (15.5481, 12.1974, 14.4357)
H (12.2788, 8.9542, 13.1956)
H (11.3499, 8.4088, 15.3014)
H (11.9930, 9.9189, 15.9396)
H (12.8860, 8.0623, 17.2989)
H (14.1203, 8.8972, 16.5056)
H (12.9993, 6.1530, 15.9073)
H (14.6911, 6.5721, 16.1925)
H (13.1592, 6.7773, 13.6098)
H (14.8859, 6.4069, 13.8195)
H (14.5948, 8.6379, 12.8644)
H (15.0709, 9.0024, 14.4246)
H (10.4656, 14.3408, 10.5864)
H (10.6497, 16.8128, 11.2523)
H (12.7958, 17.8536, 11.7044)
H (14.8645, 16.3690, 11.4995)
H (16.3476, 14.9584, 12.2751)
H (18.2701, 13.0713, 10.7558)
H (17.5568, 12.6939, 12.2502)
H (19.8708, 13.5655, 12.4471)
H (18.7300, 14.6452, 13.3016)
H (20.0058, 15.0190, 10.5436)
H (20.2988, 16.0352, 11.9132)
H (18.7572, 17.1147, 10.2881)
H (18.0576, 16.9595, 11.9048)
H (17.5895, 15.1300, 9.4695)
H (16.4425, 16.2816, 10.1365)
H (14.4662, 12.8444, 8.6521)
H (16.2826, 11.8102, 8.3456)
H (17.3902, 12.9385, 9.0772)
H (17.5630, 12.8006, 6.4570)
H (17.3797, 14.4063, 7.0363)
H (15.1109, 12.6162, 5.9171)
H (15.7997, 14.0055, 5.1762)
H (13.5287, 13.9523, 6.6566)
H (14.4184, 15.4278, 6.1756)
H (14.0306, 15.3457, 8.7360)
H (15.7289, 15.5305, 8.1060)
F (16.0788, 10.6434, 12.5831)
F (15.1513, 10.4456, 9.6599)
C (7.3341, 8.2126, 9.7938)
C (8.0554, 8.9675, 10.9349)
C (7.2104, 9.2151, 12.1447)
C (9.4071, 8.3263, 11.2505)
N (9.3631, 6.9452, 11.7513)
C (9.3472, 5.7830, 11.1011)
N (8.9832, 4.8318, 11.9150)
N (8.8030, 5.4107, 13.0973)
N (8.9720, 6.6854, 13.0179)
H (6.5454, 8.8055, 9.3622)
H (6.9532, 7.2118, 10.0032)
H (8.0016, 8.0337, 8.9196)
H (8.3046, 9.8927, 10.3648)
H (6.6035, 8.3384, 12.2948)
H (6.4800, 9.9834, 11.9028)
H (7.7476, 9.5243, 13.1078)
H (9.9314, 9.0113, 11.9774)
H (10.0336, 8.3012, 10.3337)
H (9.7445, 5.6383, 10.1350)



| no. | maximum force (eV/A) |
| --- | --- |
| 1 | 2.6 |
| 2 | 2.7 |
| 3 | 3.4 |